{
  "formula": "C21H38MgN5O",
  "method": "the ωB97M-V functional and the def2-TZVPD basis",
  "symbols": ["Mg", "C", "O", "H", "H", "H", "C", "C", "C", "C", "N", "H", "H", "H", "H", "H", "H", "H", "C", "C", "C", "C", "N", "H", "H", "H", "H", "H", "H", "H", "C", "C", "C", "C", "N", "H", "H", "H", "H", "H", "H", "H", "C", "C", "C", "C", "N", "H", "H", "H", "H", "H", "H", "H", "C", "C", "C", "C", "N", "H", "H", "H", "H", "H", "H", "H"],
  "xyz": [[0.830, -3.219, 2.932], [0.346, -0.696, 0.884], [0.705, -1.501, 2.001], [0.906, -0.794, -0.046], [-0.717, -0.794, 0.661], [0.385, 0.369, 1.111], [1.591, 2.272, -2.034], [2.989, 2.854, -1.932], [3.713, 2.665, -0.599], [2.865, 3.150, 0.464], [2.152, 3.519, 1.282], [1.149, 2.427, -3.018], [0.960, 2.768, -1.295], [1.618, 1.219, -1.753], [2.968, 3.906, -2.217], [3.632, 2.455, -2.717], [4.671, 3.184, -0.553], [3.931, 1.609, -0.442], [-0.993, -0.888, -2.948], [-2.216, -0.106, -2.432], [-2.393, 1.308, -3.021], [-2.344, 1.412, -4.497], [-2.302, 1.437, -5.662], [-0.944, -1.098, -4.016], [-0.859, -1.813, -2.388], [-0.119, -0.292, -2.684], [-2.119, 0.027, -1.355], [-3.099, -0.711, -2.640], [-1.683, 2.020, -2.599], [-3.409, 1.631, -2.795], [2.905, -2.101, -1.858], [3.061, -2.029, -3.380], [3.390, -3.374, -4.169], [4.615, -4.037, -3.773], [5.645, -4.496, -3.422], [2.554, -1.148, -1.463], [3.885, -2.383, -1.472], [2.165, -2.859, -1.603], [3.691, -1.179, -3.644], [2.091, -1.745, -3.788], [3.375, -3.172, -5.240], [2.614, -4.121, -4.002], [-5.394, -0.141, 1.772], [-3.844, -0.368, 1.873], [-3.382, -1.789, 2.237], [-3.673, -2.729, 1.122], [-3.905, -3.423, 0.205], [-5.762, -0.661, 0.887], [-5.697, 0.905, 1.725], [-5.922, -0.534, 2.640], [-3.292, 0.337, 2.495], [-3.426, -0.102, 0.902], [-3.856, -2.161, 3.145], [-2.310, -1.735, 2.426], [-1.257, 1.151, 5.896], [-0.608, 0.865, 4.539], [0.606, 1.825, 4.224], [1.548, 1.997, 5.394], [2.287, 2.155, 6.317], [-1.963, 1.979, 5.837], [-0.546, 1.400, 6.684], [-1.834, 0.285, 6.221], [-1.279, 0.935, 3.683], [-0.244, -0.163, 4.523], [0.303, 2.838, 3.958], [1.243, 1.458, 3.419]],
  "mulliken_charge": [1.174, 0.572, -0.482, -0.255, -0.183, 0.189, -0.652, -0.725, -0.317, 0.259, -0.466, 0.432, 0.373, -0.143, 0.357, 0.360, 0.365, 0.171, -0.888, 0.110, -0.409, 0.150, -0.442, 0.493, 0.402, -0.081, -0.273, 0.386, 0.187, 0.369, -0.514, -0.369, -0.549, 0.193, -0.438, -0.278, 0.470, 0.256, 0.396, 0.135, 0.380, 0.270, -1.329, 0.228, 0.168, 0.175, -0.476, 0.334, 0.399, 0.339, 0.150, -0.188, 0.472, -0.231, -1.310, 0.435, -0.213, 0.008, -0.460, 0.330, 0.388, 0.373, -0.037, 0.020, 0.327, 0.116],
  "charge": 1,
  "orbital_gap_ev": 5.19,
  "relative_energy_kcal_mol": 1.2
}

{
  "formula": "C21H38N2O2",
  "method": "the ωB97M-V functional and the def2-TZVPD basis",
  "symbols": ["C", "C", "C", "C", "N", "C", "O", "C", "C", "C", "C", "C", "C", "C", "C", "N", "C", "O", "C", "C", "C", "C", "C", "C", "C", "H", "H", "H", "H", "H", "H", "H", "H", "H", "H", "H", "H", "H", "H", "H", "H", "H", "H", "H", "H", "H", "H", "H", "H", "H", "H", "H", "H", "H", "H", "H", "H", "H", "H", "H", "H", "H", "H"],
  "xyz": [[-5.201, -1.341, 0.970], [-4.388, -0.407, 0.070], [-5.301, 0.660, -0.531], [-3.758, -1.212, -1.089], [-2.676, -2.082, -0.686], [-1.381, -1.776, -0.902], [-1.046, -0.754, -1.479], [-0.369, -2.776, -0.383], [0.759, -2.029, 0.335], [1.919, -2.937, 0.741], [2.996, -2.158, 1.527], [4.205, -2.074, 0.595], [4.141, -3.394, -0.164], [2.652, -3.531, -0.478], [-3.298, 0.267, 0.922], [-2.427, 1.124, 0.160], [-2.051, 2.346, 0.596], [-2.552, 2.895, 1.557], [-0.931, 2.954, -0.231], [0.372, 2.188, 0.020], [1.555, 2.759, -0.762], [2.836, 1.919, -0.556], [3.849, 2.849, 0.115], [3.454, 4.230, -0.394], [1.929, 4.186, -0.328], [-4.570, -2.108, 1.413], [-5.661, -0.778, 1.778], [-5.990, -1.827, 0.400], [-6.043, 0.209, -1.186], [-5.818, 1.200, 0.258], [-4.718, 1.376, -1.105], [-4.534, -1.815, -1.570], [-3.345, -0.525, -1.831], [-2.914, -2.916, -0.173], [0.041, -3.312, -1.242], [-0.838, -3.501, 0.284], [0.348, -1.547, 1.226], [1.128, -1.245, -0.330], [1.520, -3.743, 1.365], [3.268, -2.705, 2.430], [2.644, -1.172, 1.827], [4.088, -1.242, -0.101], [5.139, -1.940, 1.138], [4.467, -4.210, 0.483], [4.757, -3.398, -1.062], [2.367, -4.565, -0.669], [2.420, -2.943, -1.368], [-2.706, -0.507, 1.432], [-3.764, 0.897, 1.684], [-1.896, 0.690, -0.588], [-1.186, 2.903, -1.291], [-0.820, 3.998, 0.059], [0.233, 1.146, -0.277], [0.600, 2.210, 1.089], [1.288, 2.758, -1.823], [3.222, 1.581, -1.518], [2.640, 1.036, 0.053], [3.732, 2.812, 1.200], [4.878, 2.586, -0.127], [3.876, 5.038, 0.202], [3.782, 4.354, -1.428], [1.466, 4.944, -0.957], [1.607, 4.353, 0.702]],
  "mulliken_charge": [-1.993, 2.531, -1.968, -1.706, -0.052, 0.432, -0.781, -0.741, -0.831, 0.579, -1.083, -0.334, -0.827, -1.056, -1.618, 0.191, 0.524, -0.707, -0.976, 0.080, 0.642, -0.222, -0.850, -0.755, -1.119, 0.455, 0.453, 0.404, 0.464, 0.418, 0.394, 0.587, 0.487, 0.286, 0.282, 0.366, 0.410, 0.206, 0.611, 0.327, 0.381, 0.022, 0.440, 0.308, 0.403, 0.315, 0.330, 0.135, 0.670, 0.246, 0.315, 0.531, -0.352, 0.233, 0.400, 0.307, -0.380, 0.319, 0.407, 0.400, 0.287, 0.400, 0.369],
  "orbital_gap_ev": 9.65,
  "smiles": "CC(C)(CNC(=O)CCC1CCCC1)CNC(=O)CCC1CCCC1",
  "relative_energy_kcal_mol": 1.9
}

{
  "formula": "C21H39BN4O4S",
  "method": "the ωB97M-V functional and the def2-TZVPD basis",
  "symbols": ["C", "O", "B", "O", "C", "C", "C", "C", "C", "N", "C", "N", "S", "N", "C", "C", "O", "N", "O", "H", "H", "H", "H", "H", "H", "H", "H", "H", "H", "H", "C", "C", "C", "C", "C", "C", "H", "H", "H", "H", "H", "H", "H", "H", "H", "H", "H", "H", "H", "H", "C", "C", "C", "C", "C", "C", "H", "H", "H", "H", "H", "H", "H", "H", "H", "H", "H", "H", "H", "H"],
  "xyz": [[2.642, -2.826, 0.333], [3.810, -2.087, -0.134], [3.596, -1.730, -1.479], [4.213, -2.386, -2.562], [2.574, -0.529, -1.806], [1.350, -0.827, -2.665], [0.430, 0.246, -2.946], [-0.866, -0.074, -3.795], [-2.066, -0.118, -2.728], [-1.843, -1.384, -1.940], [0.587, 1.661, -2.483], [-0.251, 2.750, -2.736], [0.589, 3.957, -1.918], [1.902, 3.227, -1.228], [1.819, 1.896, -1.635], [2.777, 0.806, -1.297], [3.929, 1.062, -0.501], [3.500, 1.442, 0.788], [2.726, 0.672, 1.225], [2.927, -3.910, 0.374], [2.388, -2.391, 1.339], [1.768, -2.753, -0.384], [3.562, -2.659, -3.230], [1.230, -1.873, -3.034], [-0.780, -1.097, -4.269], [-1.039, 0.673, -4.613], [-1.915, 0.741, -2.016], [-3.074, -0.087, -3.217], [-2.647, -1.975, -2.155], [-1.838, -1.185, -0.939], [0.808, -4.524, 3.529], [2.206, -5.127, 3.450], [2.465, -6.192, 4.515], [2.398, -5.694, 5.962], [3.356, -4.551, 6.299], [4.824, -4.930, 6.146], [0.644, -4.008, 4.477], [0.666, -3.795, 2.727], [0.044, -5.298, 3.420], [2.954, -4.331, 3.513], [2.330, -5.587, 2.464], [3.444, -6.645, 4.329], [1.734, -7.000, 4.395], [2.605, -6.539, 6.628], [1.377, -5.376, 6.191], [3.181, -4.248, 7.336], [3.137, -3.673, 5.683], [5.075, -5.778, 6.788], [5.463, -4.091, 6.430], [5.068, -5.195, 5.115], [-5.574, 6.594, -0.525], [-5.339, 6.808, -2.016], [-5.371, 5.511, -2.824], [-4.289, 4.492, -2.460], [-2.852, 5.000, -2.578], [-2.469, 5.396, -3.998], [-4.794, 5.974, -0.078], [-5.574, 7.553, -0.001], [-6.540, 6.115, -0.348], [-4.391, 7.331, -2.167], [-6.120, 7.473, -2.397], [-5.297, 5.758, -3.888], [-6.350, 5.036, -2.695], [-4.409, 3.614, -3.105], [-4.453, 4.135, -1.438], [-2.178, 4.208, -2.245], [-2.687, 5.845, -1.902], [-2.582, 4.551, -4.682], [-1.425, 5.719, -4.032], [-3.081, 6.222, -4.367]],
  "mulliken_charge": [-0.383, -0.518, 0.864, -0.569, 0.614, -0.886, 0.690, -1.184, -0.350, -0.539, 0.475, -0.493, 0.205, -0.624, 0.960, -0.790, -0.264, 0.143, -0.222, 0.191, 0.136, 0.201, 0.325, 0.199, 0.383, 0.388, 0.238, 0.312, 0.235, 0.208, -1.157, -0.156, -0.841, -0.729, -0.357, -1.181, 0.283, 0.333, 0.316, 0.250, 0.308, 0.324, 0.388, 0.382, 0.307, 0.353, 0.253, 0.295, 0.371, 0.280, -1.187, -0.339, -0.825, -0.791, 0.367, -1.280, 0.284, 0.373, 0.295, 0.234, 0.377, 0.310, 0.387, 0.368, 0.344, -0.204, 0.281, 0.257, 0.354, 0.430],
  "orbital_gap_ev": 7.68,
  "relative_energy_kcal_mol": 55.3
}

{
  "formula": "C21H39Br2GeN5RbSe",
  "method": "the ωB97M-V functional and the def2-TZVPD basis",
  "symbols": ["Rb", "C", "C", "N", "C", "C", "N", "C", "C", "N", "C", "C", "N", "C", "C", "C", "C", "C", "C", "C", "N", "H", "H", "H", "H", "H", "H", "H", "H", "H", "H", "H", "H", "H", "H", "H", "H", "H", "H", "H", "H", "H", "H", "H", "Br", "C", "Br", "H", "H", "C", "Ge", "C", "C", "C", "Se", "C", "H", "H", "H", "H", "H", "H", "H", "H", "H", "H", "H", "H", "H", "H"],
  "xyz": [[1.138, 1.426, -0.993], [-1.619, 3.972, 2.668], [-0.771, 3.092, 1.786], [-0.840, 2.998, 0.526], [-1.794, 3.708, -0.292], [-2.474, 2.719, -1.255], [-1.510, 1.741, -1.755], [-2.090, 0.764, -2.675], [-1.063, -0.311, -3.015], [-0.801, -1.154, -1.860], [0.457, -1.873, -1.881], [0.796, -2.333, -0.466], [0.889, -1.161, 0.374], [1.345, -1.162, 1.556], [1.935, -2.337, 2.285], [1.267, 0.132, 2.304], [1.955, 0.359, 3.494], [1.782, 1.574, 4.138], [0.906, 2.507, 3.610], [0.243, 2.194, 2.425], [0.451, 1.046, 1.788], [-1.365, 5.023, 2.526], [-1.495, 3.715, 3.717], [-2.672, 3.851, 2.411], [-1.232, 4.446, -0.871], [-2.567, 4.233, 0.277], [-2.893, 3.272, -2.096], [-3.298, 2.223, -0.725], [-1.209, 1.229, -0.925], [-2.388, 1.285, -3.587], [-2.981, 0.273, -2.257], [-0.145, 0.188, -3.390], [-1.447, -0.937, -3.823], [-0.822, -0.603, -1.007], [1.293, -1.250, -2.262], [0.373, -2.739, -2.542], [1.711, -2.934, -0.480], [-0.021, -2.967, -0.104], [1.837, -3.253, 1.709], [1.440, -2.481, 3.246], [2.997, -2.166, 2.471], [2.613, -0.386, 3.918], [2.306, 1.779, 5.062], [0.745, 3.452, 4.110], [3.840, 3.201, -2.005], [5.118, 1.861, -1.462], [4.262, 0.449, -0.461], [5.865, 2.323, -0.830], [5.557, 1.431, -2.352], [-1.997, 0.797, 5.517], [-3.462, -0.344, 4.857], [-2.883, -2.224, 4.837], [-5.041, -0.136, 6.014], [-3.913, 0.288, 3.027], [-2.553, -0.116, 1.672], [-3.276, -1.833, 1.100], [-1.588, 0.392, 6.444], [-2.361, 1.805, 5.721], [-1.191, 0.859, 4.785], [-2.587, -2.515, 5.845], [-2.031, -2.377, 4.173], [-3.693, -2.882, 4.522], [-4.793, -0.431, 7.034], [-5.865, -0.762, 5.673], [-5.382, 0.899, 6.035], [-4.023, 1.373, 3.037], [-4.851, -0.134, 2.666], [-3.185, -2.564, 1.900], [-2.703, -2.149, 0.231], [-4.321, -1.709, 0.823]],
  "mulliken_charge": [0.912, -1.920, -0.073, 0.341, -0.770, -0.874, 0.151, -0.913, -0.518, 0.029, -0.593, -1.112, 0.794, -0.125, -1.832, 0.853, -0.980, -0.886, -0.716, 0.541, 0.544, 0.354, 0.378, 0.445, 0.349, 0.355, 0.460, 0.306, 0.034, 0.497, 0.311, 0.265, 0.443, -0.401, 0.170, 0.434, 0.565, 0.379, 0.495, 0.392, 0.356, 0.488, 0.463, 0.568, -0.169, -0.484, -0.085, 0.346, 0.338, -0.774, 0.484, -1.068, -1.157, -1.058, 0.174, -1.108, 0.448, 0.348, -0.064, 0.404, 0.202, 0.339, 0.364, 0.359, 0.364, 0.338, 0.503, 0.319, 0.305, 0.374],
  "charge": 1,
  "orbital_gap_ev": 7.69,
  "relative_energy_kcal_mol": 0.0
}